17
Properties=species:S:1:pos:R:3:lowdin_charge:R:1 method="wB97M-V/def2-TZVPD" smiles="C=CC(=C)/C=C/C" lumo_energy_ev=1.1 orbital_gap_ha=0.3567 e_above_lowest_ev=2.883 total_energy_ev=-7418.1521
C 0.25 0.97 -0.55 -0.364
C 0.03 -0.51 -0.64 -0.101
H 0.09 2.84 -1.41 0.078
H -0.42 1.43 -2.53 0.044
H 0.20 -0.85 -1.70 0.127
C 0.64 1.56 0.74 -0.173
H -1.17 -3.14 0.02 0.069
H -0.02 -1.09 1.26 0.096
C 0.04 1.75 -1.64 0.055
H -1.47 2.19 1.49 0.104
H -0.05 2.44 2.58 0.027
C -0.14 -2.91 -0.08 -0.087
H 0.26 -3.51 0.67 0.049
H 1.83 1.56 0.90 0.159
H 0.23 -3.30 -0.98 0.065
C 0.00 -1.47 0.26 -0.151
C -0.31 2.05 1.61 0.005